1.
C46H33FN4O8S | ωB97M-V/def2-TZVPD

## Properties
- SMILES = O=C1c2ccccc2C(=O)c2ccccc21.O=C1c2ccccc2C(=O)c2ccccc21.O=C1c2ccccc2C(=O)c2ccccc21.C#CN(CC(N)(N)N)S(=O)(=O)F
- spin multiplicity = 1

Last column: Mulliken charge in e.
CARTESIAN COORDINATES (ANGSTROEM)
1 S -2.32017 -4.10368 0.46821  1.227
2 F -1.65491 -3.13789 1.50639  -0.222
3 O 4.31079 5.72975 -2.24171  -0.655
4 O -0.46751 2.62809 4.28004  -0.658
5 O -0.38190 -3.80517 -4.82627  -0.663
6 O -5.33557 0.37692 4.40490  -0.667
7 O -3.11619 -3.26724 -0.35485  -0.506
8 O 7.69640 3.14242 1.01785  -0.663
9 O -1.29874 -4.92968 -0.05190  -0.621
10 O 1.99847 0.97913 -4.37409  -0.665
11 N -6.92819 -4.27160 0.95935  -0.667
12 N -5.44260 -5.40733 -0.45046  -0.645
13 N -6.17216 -6.42946 1.54142  -0.584
14 N -3.24677 -4.97929 1.51860  0.237
15 C -2.78794 3.10356 7.72445  -0.478
16 C -4.52389 1.82633 6.65709  -0.583
17 C 0.14043 -1.51313 -8.28310  -0.488
18 C 1.58642 -0.47538 -2.03191  -0.691
19 C -0.04893 -2.30382 -7.16246  -0.584
20 C 5.89581 5.88146 -0.50162  0.228
21 C 1.34985 -1.24148 -0.90325  -1.101
22 C 7.34007 7.28799 1.40700  -0.465
23 C -3.03125 -6.32441 1.51439  -0.166
24 C -3.76202 -0.07338 2.13909  -0.782
25 C 1.18378 -0.94026 -3.27906  0.583
26 C 6.76446 5.20656 0.35742  0.164
27 C -2.44187 2.23761 5.51199  0.195
28 C 7.48161 5.91430 1.31413  -0.583
29 C -1.68566 0.34098 0.99822  -0.336
30 C 0.55128 -2.18043 -3.39115  0.592
31 C -2.84353 -7.49806 1.54910  -0.450
32 C 4.59423 2.96715 -2.60229  -0.873
33 C -1.98116 2.95381 6.60956  -0.565
34 C 0.73982 -0.26397 -8.16478  -0.549
35 C -4.63456 -4.48873 1.75118  -1.150
36 C 4.77991 1.60159 -2.73474  -0.443
37 C -1.24717 1.11062 2.06189  -0.944
38 C -2.06191 1.28576 3.17444  0.285
39 C 0.36053 -1.84849 -5.91585  0.114
40 C 5.67063 0.93560 -1.89881  -0.618
41 C 0.96949 -0.59747 -5.79840  0.208
42 C -1.55750 2.10025 4.31791  0.562
43 C 5.09597 5.14687 -1.52574  0.565
44 C 0.70719 -2.47051 -1.01422  -0.457
45 C 6.37301 1.63230 -0.93007  -0.593
46 C 0.31179 -2.94227 -2.25421  -1.099
47 C -4.22825 0.87109 4.38583  0.591
48 C -4.06055 2.54329 7.74670  -0.481
49 C -3.71591 1.66692 5.53811  0.189
50 C 6.48190 7.96173 0.54455  -0.474
51 C 6.19065 3.00295 -0.79418  0.230
52 C 1.43355 -0.09066 -4.47736  0.610
53 C -2.94300 -0.25309 1.03827  -0.598
54 C 0.12968 -2.71234 -4.72024  0.460
55 C 5.75935 7.26074 -0.40539  -0.562
56 C -5.77328 -5.16717 0.92999  0.606
57 C 5.30057 3.67361 -1.63658  0.328
58 C 1.15558 0.19280 -6.92604  -0.482
59 C -3.32542 0.69416 3.21198  0.305
60 C 6.95068 3.72901 0.26300  0.635
61 H -1.04910 0.19825 0.13372  0.589
62 H 7.89991 7.83793 2.15205  0.396
63 H -5.88273 -7.19594 0.94653  0.375
64 H 0.51843 -3.06095 -0.12833  0.693
65 H -7.27989 -4.17145 1.90435  0.275
66 H -0.27322 1.58065 2.04746  0.507
67 H 3.90079 3.49490 -3.24264  0.528
68 H 7.06610 1.12820 -0.27065  0.481
69 H -4.58164 -5.92489 -0.57432  0.281
70 H -4.61883 -3.42150 1.53097  0.274
71 H 2.07933 0.48491 -1.96064  0.645
72 H 1.62578 1.16045 -6.81743  0.483
73 H -4.74471 -0.52360 2.18489  0.550
74 H 8.14601 5.37520 1.97523  0.473
75 H -3.27817 -0.86190 0.20896  0.557
76 H -4.84534 -4.59257 2.81948  0.448
77 H -0.99122 3.38727 6.57423  0.476
78 H -2.42635 3.65886 8.57984  0.399
79 H -4.69070 2.66646 8.61764  0.396
80 H -0.51485 -3.27665 -7.23757  0.476
81 H -6.69534 -3.34995 0.60365  0.277
82 H -2.67440 -8.54463 1.60569  0.462
83 H 6.37719 9.03639 0.61576  0.396
84 H -5.70823 -6.57426 2.43079  0.282
85 H -5.50994 1.38273 6.65905  0.472
86 H 1.66138 -0.87964 0.06861  0.517
87 H 5.08385 7.76830 -1.08007  0.475
88 H 5.81400 -0.13227 -2.00386  0.443
89 H 0.88215 0.35334 -9.04191  0.409
90 H -0.18042 -1.86911 -9.25322  0.401
91 H 4.22106 1.05875 -3.48319  0.562
92 H -0.18579 -3.89745 -2.34997  0.609
93 H -5.43051 -4.56475 -1.00737  0.284

Atoms 1-3, force components in eV/Å:
S 0.1 0.0 0.2
F 0.0 -0.1 -0.1
O 0.0 0.0 0.0

2.
C46H36ClN10O6PbS2Se | ωB97M-V/def2-TZVPD

## Properties
- ΔE to the lowest compared entry with this formula, charge and spin (kcal per mole) = 0.00
- total charge = +1
- spin multiplicity = 1

Last column: Mulliken charge in e.
CARTESIAN COORDINATES (ANGSTROEM)
1 Pb -0.33940 1.64288 -0.06673  1.406
2 Se -0.35018 -2.43734 -1.97638  0.173
3 Cl 4.43184 0.92247 3.82677  -0.132
4 S 4.29464 -1.65618 -2.06299  1.072
5 S 0.40142 -0.81391 -3.22777  -0.388
6 O 0.26222 -0.76580 -0.40128  0.253
7 O 1.50421 -2.58911 3.38455  -0.551
8 O 0.79272 -2.50857 0.87367  -1.001
9 O 4.66923 -1.36459 -0.71669  -0.561
10 O 2.25309 -1.10059 4.84746  -0.629
11 O 4.93192 -2.74333 -2.72725  -0.673
12 N 3.29338 1.13105 1.39920  0.167
13 N 2.61476 -1.85925 -2.17285  -0.529
14 N -2.25383 0.44317 0.13421  -0.184
15 N -1.78731 1.30239 2.89836  0.609
16 N -2.34582 1.52400 -2.71828  0.588
17 N -1.06493 2.18246 2.19578  -0.218
18 N -1.49110 2.33940 -2.08726  -0.673
19 N 2.32479 0.60901 0.63776  0.021
20 N -1.88904 -4.44336 -3.41781  0.470
21 N -1.13793 -2.94241 -4.79592  0.285
22 C 3.71736 2.12386 -4.46624  -0.797
23 C -6.86567 -0.24902 -3.24995  -1.686
24 C 4.18252 2.06573 0.80238  0.488
25 C 5.55486 1.95287 0.97611  -0.303
26 C 5.03992 1.77261 -4.22549  -0.558
27 C 2.07831 -1.43560 3.70607  0.202
28 C -2.31665 1.88811 3.98932  -0.191
29 C 1.82967 -0.42047 1.31013  -0.498
30 C 2.45342 -0.55286 2.56692  0.913
31 C -2.31429 -3.77487 -6.88881  -0.737
32 C -1.83986 -3.36186 4.43773  -1.745
33 C -2.31257 -1.84351 1.00400  0.279
34 C -2.16934 -0.46495 1.21665  -0.422
35 C -2.17358 1.61663 -4.05393  -0.276
36 C -1.90319 -0.06456 2.53409  -0.183
37 C -1.78673 -1.00476 3.55974  -0.366
38 C 3.38683 0.46622 2.57926  -0.474
39 C -1.94784 -3.77830 -5.55202  0.324
40 C 0.89160 -1.31721 0.58159  1.280
41 C -2.20371 -2.76239 2.02164  -1.146
42 C 4.50500 3.91323 -0.69340  -0.713
43 C -3.24366 -5.77837 -5.09657  -0.782
44 C -1.92645 3.20943 3.98448  -1.101
45 C 2.67521 1.31556 -4.03133  -0.251
46 C 4.32122 -0.15326 -3.05226  -0.197
47 C 5.36005 0.62725 -3.50142  -0.668
48 C -1.14429 3.34535 2.83872  -0.605
49 C -3.31374 0.27811 -0.74339  1.043
50 C 5.87636 3.82045 -0.50781  -0.498
51 C -3.37716 0.78349 -2.06567  -0.148
52 C -5.58289 -0.60841 -1.10182  -1.400
53 C 2.99954 0.16224 -3.33506  0.351
54 C -1.18623 2.55036 -4.29314  -1.185
55 C 3.65566 3.03419 -0.04324  -0.079
56 C -2.41923 -4.74967 -4.66693  0.627
57 C -2.10885 -5.20846 -2.20636  -0.837
58 C -4.48139 -0.39758 -0.31034  -0.090
59 C -4.53525 0.60237 -2.83442  -0.362
60 C -1.11186 -3.35973 -3.52090  -0.356
61 C 6.39609 2.83728 0.32017  -0.918
62 C -0.79129 2.97389 -3.02821  -0.351
63 C -3.59137 -5.78790 -6.43462  -0.638
64 C 2.10844 -0.89239 -2.83036  0.896
65 C -5.63464 -0.10331 -2.39922  0.153
66 C -3.14872 -4.79364 -7.31106  -0.532
67 C -1.94832 -2.35568 3.33092  0.493
68 H 1.34900 -2.69364 2.41329  0.339
69 H -1.55854 -0.65173 4.55781  0.557
70 H 2.58540 3.08588 -0.19296  0.274
71 H -2.73328 1.02358 -4.75199  0.528
72 H -4.59147 1.06914 -3.80881  0.620
73 H -6.42743 -1.15226 -0.69680  0.425
74 H 6.54032 4.51098 -1.01006  0.429
75 H -7.43574 -1.12689 -2.95119  0.394
76 H -3.46538 -4.82277 -8.34378  0.412
77 H -0.63290 4.21406 2.45933  0.487
78 H -1.95990 -3.01845 -7.57456  0.444
79 H -4.22174 -6.57830 -6.81599  0.408
80 H -0.81317 2.87775 -5.24640  0.515
81 H -2.18161 3.97160 4.69675  0.426
82 H -2.30417 -3.81925 1.80641  0.407
83 H -2.51069 -2.17959 -0.00396  1.049
84 H -2.04240 -2.90064 5.40183  0.396
85 H -6.61244 -0.33425 -4.30606  0.382
86 H -1.60432 -6.17179 -2.27556  0.344
87 H -0.83330 -3.78220 4.46751  0.287
88 H -2.93450 1.34371 4.68037  0.505
89 H 3.49606 3.03520 -5.00486  0.458
90 H -1.71529 -4.65741 -1.35409  0.167
91 H -4.50773 -0.74942 0.70899  0.435
92 H -0.04499 3.69709 -2.74450  0.505
93 H 5.83645 2.39935 -4.60185  0.446
94 H -2.54126 -4.17952 4.27868  0.423
95 H -3.17550 -5.37535 -2.06501  0.358
96 H 4.09346 4.67554 -1.34169  0.426
97 H 5.96347 1.16746 1.59255  0.476
98 H -7.51044 0.62438 -3.13479  0.314
99 H 6.38680 0.35245 -3.30346  0.511
100 H -0.61544 -2.15045 -5.13613  0.156
101 H 7.46578 2.74231 0.44510  0.394
102 H -3.59040 -6.54456 -4.41809  0.454
103 H 1.63980 1.57222 -4.21644  0.384

Atoms 1-3, force components in eV/Å:
Pb 0.3 -0.4 -0.1
Se -0.5 -0.3 -0.3
Cl 0.1 0.1 0.0

Number 1: HOMO -9.408 eV. Number 2: HOMO -9.332 eV.